# 1
# ClH4Na3O6

A molecular structure, ClH4Na3O6 (ωB97M-V/def2-TZVPD, OMol25).

The geometry in XYZ format:
```
14
ClH4Na3O6 (ωB97M-V/def2-TZVPD)
Cl -0.68500 0.50823 1.10677
Na -0.70961 -3.08632 -0.07683
Na -1.32019 0.60874 -2.54372
Na -2.75726 -0.40803 4.34313
O 0.64222 1.02846 1.15509
O 1.77092 -1.95670 -0.53652
O 0.73058 1.46513 -1.76385
O -1.66589 1.50500 0.81424
O -0.70051 -0.48430 -0.00780
O -1.00269 -0.14105 2.37183
H 1.27523 -1.17315 -0.26154
H 1.08807 1.70101 -0.89569
H 1.09455 2.12103 -2.37153
H 2.23958 -1.68807 -1.33359
```

Kohn-Sham gap, eV: 9.99
ΔE to the lowest compared entry with this formula, charge and spin, kJ/mol: 0.00
Net charge: +2
E_HOMO, eV: -17.1
Multiplicity: 1

---

# 2
# C4H8S

C4H8S in the gas phase (ωB97M-V/def2-TZVPD, OMol25).

The geometry in XYZ format:
```
13
C4H8S (ωB97M-V/def2-TZVPD)
S -0.47189 0.06594 -1.72047
C 0.59649 0.83145 0.64891
C -0.40678 -1.32161 0.91455
C -0.46026 -0.00151 0.11333
C 1.20686 0.67935 1.82767
H -0.71584 -1.12289 2.01981
H 0.59405 -1.68582 0.99264
H 0.91811 1.55596 0.02829
H 0.91493 -0.15375 2.53258
H 0.50550 -0.69728 -1.88265
H -1.35324 0.62828 0.30227
H -0.98493 -2.02164 0.32844
H 2.05374 1.31611 2.17939
```

Kohn-Sham gap, eV: 10.22
ΔE to the lowest compared entry with this formula, charge and spin, kJ/mol: 103.65
SMILES: C=C[C@H](C)S
E_HOMO, eV: -9.3
Multiplicity: 1

---

# 3
# C23H30N4O4S2

C23H30N4O4S2 in the gas phase (ωB97M-V/def2-TZVPD, OMol25).

The geometry in XYZ format:
```
63
C23H30N4O4S2 (ωB97M-V/def2-TZVPD)
S -2.46880 4.05847 3.87369
S -0.08266 1.52190 4.55376
O -1.61593 0.19515 -4.16734
O 0.06707 2.04987 3.22860
O 1.06832 0.92259 5.16530
O 3.15735 -1.94595 -4.10659
N 1.00025 -1.70058 -1.85605
N -2.79606 3.16564 1.37249
N -2.91444 1.60475 3.10735
N -1.55181 -1.51110 -2.68323
C -1.53296 0.43517 4.65482
C -0.83811 2.76546 5.64977
C 0.31563 -0.20586 0.60399
C 1.55030 -2.10112 -0.56795
C 3.04110 -0.99746 -3.15056
C -2.75137 2.77004 2.65552
C -0.71254 -2.36300 -3.49216
C -1.92033 1.99912 -1.98533
C 1.64746 -0.91996 0.40718
C -1.79408 -0.22294 -3.03817
C 5.19683 -1.16615 -3.69121
C 1.68665 -0.65917 -2.60204
C -2.24717 0.64727 -1.91598
C -2.67681 1.42741 4.49943
C -3.10255 0.99457 0.30890
C 2.89461 -2.84236 -0.63822
C 4.27288 -0.48341 -2.86279
C -2.68485 2.32111 0.26587
C -2.13719 2.83203 -0.90849
C -2.88229 0.16740 -0.77396
C 0.52487 -2.79558 -2.68239
C -2.27556 2.79905 5.17315
C 4.46084 -2.04288 -4.42274
H 3.70055 -2.15984 -0.89099
H 1.28445 -3.18002 -3.37634
H 0.23345 -3.61325 -2.01758
H -1.49757 -0.04771 5.62567
H -1.85194 3.87300 -0.96094
H -2.55549 4.13351 1.20655
H 4.73127 -2.76236 -5.16981
H -0.43845 -1.79319 -4.38322
H 4.49518 0.28494 -2.15018
H -1.52864 -0.29010 3.84926
H -0.44277 -0.90527 0.95157
H 0.40996 0.58725 1.34202
H 3.11601 -3.29493 0.32542
H -3.56902 0.62065 1.20377
H -0.33358 3.72122 5.54985
H -3.21965 -0.85759 -0.72585
H -0.73125 2.38394 6.66159
H -2.96184 3.05348 5.98289
H -1.53218 -1.72274 -1.69759
H 1.03268 -0.37887 -3.43356
H 2.85831 -3.63084 -1.38697
H 1.99047 -1.31162 1.36683
H 1.79567 0.21495 -1.95920
H -1.46407 2.37111 -2.89007
H 0.81004 -2.79844 -0.14920
H -1.26744 -3.25149 -3.81240
H -0.02821 0.22962 -0.32983
H -3.59203 1.03729 4.96370
H 2.40066 -0.21120 0.06244
H 6.25681 -1.02098 -3.73245
```

Kohn-Sham gap, eV: 8.44
ΔE to the lowest compared entry with this formula, charge and spin, kJ/mol: 24.54
SMILES: CC[C@H](C)N(CCNC(=O)c1ccc(NC2=N[C@H]3CS(=O)(=O)C[C@H]3S2)cc1)Cc1ccco1
E_HOMO, eV: -8.2
Multiplicity: 1

---

# 4
# C6H6O

A gas-phase ion, C6H6O (charge -1) (ωB97M-V/def2-TZVPD, OMol25).

The geometry in XYZ format:
```
13
C6H6O (ωB97M-V/def2-TZVPD)
O 1.71693 1.29702 0.93578
C 0.68313 0.52248 0.35016
C 0.99298 -0.53621 -0.46137
C -0.06210 -1.28148 -1.09630
C -0.64169 0.91117 0.59038
C -1.66598 -0.04724 0.21420
C -1.38351 -1.01326 -0.73465
H -0.86944 1.93416 0.86012
H 2.12752 0.69768 1.57006
H -2.60927 -0.07547 0.76249
H -2.15284 -1.68318 -1.12414
H 2.01735 -0.86551 -0.60415
H 0.18851 -1.98896 -1.88674
```

<S²>: 0.76
Kohn-Sham gap (alpha / beta), eV: 3.57 / 7.17
ΔE to the lowest compared entry with this formula, charge and spin, kJ/mol: 0.00
Net charge: -1
E_HOMO (alpha / beta), eV: 0.6 / -3.0
Multiplicity: 2

---

# 5
# C8H8N2O2

C8H8N2O2 in the gas phase (ωB97M-V/def2-TZVPD, OMol25).

The geometry in XYZ format:
```
20
C8H8N2O2 (ωB97M-V/def2-TZVPD)
O -3.11635 -1.36566 -0.29226
O -3.52141 0.74526 0.63167
N 2.11020 -1.34913 0.34212
N -2.65351 -0.19675 0.01650
C 1.53694 0.69828 -0.07026
C 3.29675 -0.59182 -0.19449
C 0.97560 -0.57282 0.04983
C -1.24839 0.14592 -0.33647
C 2.92742 0.76364 0.34313
C -0.32634 -0.98276 -0.05611
C -0.70783 1.32310 -0.38359
C 0.65527 1.67188 -0.24853
H 0.76333 2.71268 -0.46433
H 2.10996 -2.41870 0.06234
H 4.14838 -1.07571 0.13669
H 3.13579 0.79450 1.39660
H -1.18716 -1.87522 0.40793
H 3.50438 1.77065 0.05123
H -1.34734 2.31677 -0.16178
H 3.12139 -1.17319 -1.27537
```

Kohn-Sham gap, eV: 7.15
ΔE to the lowest compared entry with this formula, charge and spin, kJ/mol: 805.38
SMILES: O=[N+]([O-])c1ccc2c(c1)NCC2
E_HOMO, eV: -8.4
Multiplicity: 1

---

# 6
# C16H15AsF5NOS5SeTl

A molecular structure, C16H15AsF5NOS5SeTl (ωB97M-V/def2-TZVPD, OMol25).

The geometry in XYZ format:
```
46
C16H15AsF5NOS5SeTl (ωB97M-V/def2-TZVPD)
Tl -0.03480 0.00440 0.66982
Se 0.46144 1.88380 -1.32583
As -0.76698 -2.20379 2.85149
S 0.22135 -3.59209 4.04936
S 0.04171 -2.43233 0.66686
S -0.24274 -0.06324 3.24993
S -2.85627 -2.37898 2.73286
S -2.62463 2.57628 1.27415
F 0.12566 -0.85228 -6.71804
F 2.34296 2.04926 -3.79267
F -1.81036 -1.26734 -4.85444
F 2.17868 0.84100 -6.17266
F -1.67272 -0.06281 -2.46933
O -1.16671 2.14977 1.25879
N 2.37804 0.85611 1.21750
C -0.69232 0.17136 -3.35193
C 4.17079 -2.36380 1.50042
C -4.21355 1.19034 -0.45896
C 3.09798 -0.23307 1.78551
C 1.30802 1.23038 -4.01125
C -3.24529 2.37259 -0.43168
C 0.35579 1.02091 -3.02330
C 3.29235 -0.32024 3.15646
C 3.53746 -1.25829 0.95747
C -0.78429 -0.45917 -4.57900
C -3.79333 0.25476 0.67122
C 1.23925 0.61513 -5.24859
C 3.90954 -1.43832 3.69423
C -3.57422 1.15943 1.87395
C 4.35356 -2.46240 2.87180
C 0.19268 -0.24194 -5.53337
H -4.19670 0.69365 -1.42961
H -2.86745 -0.26832 0.42244
H 2.71027 1.10456 0.29353
H -4.53078 -0.51548 0.88453
H 2.31891 1.66892 1.81541
H -3.69427 3.31417 -0.74658
H 4.49725 -3.16385 0.84852
H 3.36824 -1.19374 -0.11185
H 2.92701 0.46708 3.80328
H 4.02125 -1.51769 4.76751
H -5.23402 1.54086 -0.28129
H 4.82026 -3.34004 3.29855
H -4.51965 1.55904 2.25101
H -3.00960 0.70315 2.68935
H -2.33975 2.20228 -1.01554
```

Kohn-Sham gap, eV: 5.80
ΔE to the lowest compared entry with this formula, charge and spin, kJ/mol: 53.95
Net charge: -1
E_HOMO, eV: -4.3
Multiplicity: 1

---

Number 4 is which compound? C6H6O